# 1
This record from the OMol25 dataset describes a molecular structure, C47H55GeHfN8O7. The level of theory is ωB97M-V with the def2-TZVPD basis set.

Computed properties:
Charge: -1
Highest occupied orbital energy, eV: -2.373
2S+1: 1
Lowest unoccupied orbital energy, eV: 2.1
Molecular weight, g mol⁻¹: 1095.106
Energy relative to the best compared isomer or geometry (same formula, charge and spin), kcal per mole: 86.3

Last column: Löwdin charge in e.
Geometry (Å):
Hf1 -1.450 0.209 0.236  1.5717
O1 -4.985 -3.201 4.039  0.0835
C1 -4.284 -2.417 3.190  -0.2744
C2 -4.833 -1.962 1.990  0.0672
C3 -4.057 -1.156 1.189  -0.1564
N1 -2.830 -0.776 1.556  0.0332
C4 -2.286 -1.240 2.688  -0.1287
C5 -2.979 -2.079 3.535  0.1036
C6 -0.841 -0.920 2.837  -0.6711
O2 -0.226 -1.064 3.943  -0.0793
O3 -0.451 0.271 2.005  -0.2449
C7 -4.404 -0.674 -0.195  -0.5754
O4 -5.500 -0.877 -0.689  0.0668
O5 -3.407 -0.087 -0.770  -0.1807
H1 -5.873 -3.327 3.690  0.1095
H2 -5.826 -2.238 1.658  0.1274
H3 -2.508 -2.456 4.431  0.1386
O6 -1.416 7.123 1.375  -0.0670
C8 -2.394 6.253 1.925  -0.2371
C9 -2.213 4.850 1.430  -0.2305
C10 -3.262 3.897 1.715  -0.0666
C11 -3.077 2.611 1.331  -0.1629
N2 -1.983 2.163 0.669  -0.1116
C12 -0.937 3.074 0.367  -0.2253
C13 -1.103 4.442 0.778  0.0241
C14 0.179 2.567 -0.276  -0.2452
C15 1.305 3.357 -0.686  0.0047
C16 2.389 2.808 -1.285  -0.2433
C17 3.588 3.644 -1.625  -0.2262
O7 4.371 3.974 -0.470  -0.0724
C18 2.419 1.378 -1.489  -0.0825
C19 1.344 0.653 -1.090  -0.1961
N3 0.219 1.164 -0.540  -0.1088
H4 -1.469 7.966 1.828  0.0772
H5 -3.404 6.598 1.660  0.1159
H6 -2.332 6.250 3.023  0.1230
H7 -4.161 4.207 2.231  0.0895
H8 -3.845 1.869 1.537  0.1019
H9 -0.319 5.161 0.586  0.1023
H10 1.292 4.424 -0.502  0.1155
H11 3.282 4.595 -2.068  0.1126
H12 4.219 3.114 -2.349  0.1066
H13 4.253 3.262 0.168  0.0748
H14 3.288 0.897 -1.920  0.0938
H15 1.366 -0.429 -1.194  0.0851
C20 0.490 -2.281 -3.610  -0.0471
C21 0.103 -3.253 -2.486  -0.6234
C22 1.315 -4.079 -2.074  -0.0393
C23 -1.013 -4.180 -2.980  -0.0499
N4 -0.365 -2.582 -1.267  -0.0434
N5 -1.196 -1.453 -1.442  -0.0401
H16 0.945 -2.833 -4.434  0.0854
H17 1.209 -1.538 -3.255  0.0771
H18 -0.388 -1.763 -4.003  0.0647
H19 1.653 -4.704 -2.901  0.0875
H20 1.055 -4.726 -1.234  0.0873
H21 2.141 -3.436 -1.761  0.0709
H22 -0.717 -4.679 -3.905  0.0798
H23 -1.929 -3.616 -3.171  0.0738
H24 -1.226 -4.935 -2.223  0.0806
H25 0.398 -2.333 -0.649  0.0647
H26 -2.137 -1.765 -1.649  0.0940
H27 -0.906 -0.839 -2.210  0.0685
C24 -0.112 -1.110 1.497  -0.2395
Ge1 1.667 -1.561 2.345  1.0622
C25 2.788 -0.134 3.142  -0.2517
C26 4.027 -0.469 3.685  -0.1208
C27 4.885 0.513 4.158  -0.1004
C28 4.519 1.851 4.082  -0.1089
C29 3.291 2.196 3.537  -0.0902
C30 2.431 1.209 3.073  -0.0796
C31 3.029 -2.168 0.973  -0.2521
C32 3.358 -3.502 0.743  -0.1281
C33 4.403 -3.858 -0.101  -0.1165
C34 5.142 -2.876 -0.743  -0.1114
C35 4.828 -1.539 -0.533  -0.0924
C36 3.783 -1.196 0.312  -0.1260
C37 1.531 -3.115 3.572  -0.2469
C38 0.961 -4.322 3.177  -0.1208
C39 0.727 -5.338 4.098  -0.1073
C40 1.041 -5.152 5.434  -0.1143
C41 1.582 -3.940 5.847  -0.0938
C42 1.829 -2.939 4.923  -0.1068
H28 4.326 -1.512 3.728  0.1039
H29 5.846 0.237 4.577  0.0934
H30 5.192 2.619 4.444  0.0920
H31 3.005 3.239 3.467  0.0998
H32 1.470 1.487 2.654  0.0953
H33 2.796 -4.282 1.247  0.0800
H34 4.646 -4.904 -0.257  0.0956
H35 5.964 -3.148 -1.394  0.0919
H36 5.412 -0.765 -1.019  0.0971
H37 3.549 -0.150 0.472  0.0857
H38 0.678 -4.470 2.139  0.0947
H39 0.290 -6.277 3.777  0.0922
H40 0.856 -5.942 6.152  0.0901
H41 1.793 -3.771 6.897  0.0952
H42 2.220 -1.984 5.251  0.0972
C43 -1.105 1.323 -5.685  -0.0726
N6 -1.118 2.179 -4.514  -0.1883
C44 0.200 2.346 -3.929  -0.0660
C45 -2.168 1.984 -3.608  -0.4234
N7 -1.912 1.631 -2.404  0.1670
N8 -3.417 2.214 -4.157  -0.1673
C46 -3.622 3.148 -5.242  -0.0785
C47 -4.626 1.833 -3.461  -0.0496
H43 -0.654 0.345 -5.463  0.0770
H44 -0.515 1.796 -6.474  0.0849
H45 -2.115 1.157 -6.054  0.0754
H46 0.842 2.848 -4.658  0.0887
H47 0.665 1.395 -3.649  0.0728
H48 0.124 2.953 -3.032  0.0775
H49 -2.722 1.665 -1.798  0.0195
H50 -2.669 3.558 -5.563  0.0817
H51 -4.265 3.973 -4.915  0.0839
H52 -4.109 2.662 -6.095  0.0813
H53 -5.110 2.695 -2.988  0.0935
H54 -4.420 1.087 -2.700  0.0628
H55 -5.330 1.399 -4.178  0.0878

# 2
This record from the OMol25 dataset describes 2 unconnected molecules or ions with the total composition C4H7NO2. The level of theory is ωB97M-V with the def2-TZVPD basis set.

Computed properties:
Charge: 0
Highest occupied orbital energy, eV: -9.597
Structure (SMILES): C=CN=C.O=CO
2S+1: 1
Lowest unoccupied orbital energy, eV: 0.8
Molecular weight, g mol⁻¹: 101.105
Energy relative to the best compared isomer or geometry (same formula, charge and spin), kcal per mole: 63.3

Last column: natural (NBO) charge in e.
Geometry (Å):
C1 0.356 -2.586 0.153  -0.0364
C2 -0.959 -2.775 0.266  -0.4535
C3 0.767 -0.843 -1.227  -0.0336
N1 0.992 -1.347 -0.092  -0.4220
H1 1.035 -3.412 0.332  0.2034
H2 -1.653 -1.946 0.277  0.1994
H3 -1.340 -3.785 0.313  0.2102
H4 1.319 0.038 -1.542  0.1718
H5 0.036 -1.229 -1.940  0.1603
O1 -0.821 2.513 -0.724  -0.5191
C4 -0.662 2.151 0.389  0.6574
O2 0.420 2.469 1.171  -0.7388
H6 -1.376 1.532 0.944  0.0995
H7 1.131 1.852 0.958  0.5014

# 3
This record from the OMol25 dataset describes 4 unconnected molecules or ions with the total composition C15H25F6O10. The level of theory is ωB97M-V with the def2-TZVPD basis set.

Computed properties:
Charge: -1
Highest occupied orbital energy, eV: -4.398
2S+1: 1
Lowest unoccupied orbital energy, eV: 2.4
Molecular weight, g mol⁻¹: 479.343
Energy relative to the best compared isomer or geometry (same formula, charge and spin), kcal per mole: 25.3

Last column: natural (NBO) charge in e.
Geometry (Å):
O1 1.385 0.568 -0.320  -0.7805
C1 1.360 0.113 -1.647  0.9163
O2 1.050 -1.115 -1.776  -0.8356
O3 1.840 0.817 -2.553  -0.7689
H1 0.970 -0.285 -0.050  0.4820
C2 2.517 -3.809 -0.046  -0.2422
O4 2.110 -4.374 -1.292  -0.5244
C3 1.281 -5.489 -1.180  -0.0717
C4 -0.196 -5.137 -1.162  -0.0850
O5 -0.504 -4.170 -2.131  -0.5097
C5 -1.892 -3.912 -2.224  -0.0736
C6 -2.071 -2.523 -2.823  -0.0686
O6 -1.548 -2.398 -4.119  -0.5444
C7 -1.204 -1.045 -4.391  -0.2591
H2 3.375 -4.436 0.239  0.1501
H3 1.655 -3.923 0.616  0.1623
H4 2.863 -2.785 -0.157  0.2180
H5 1.557 -6.149 -0.346  0.1526
H6 1.478 -6.138 -2.041  0.1742
H7 -0.351 -4.657 -0.182  0.1465
H8 -0.805 -6.045 -1.084  0.1570
H9 -2.370 -3.924 -1.242  0.1635
H10 -2.354 -4.620 -2.920  0.1617
H11 -1.707 -1.728 -2.167  0.2005
H12 -3.168 -2.405 -2.865  0.1323
H13 -2.085 -0.410 -4.255  0.1397
H14 -0.850 -0.995 -5.417  0.1779
H15 -0.407 -0.679 -3.739  0.2339
C8 -4.590 5.806 -0.530  -0.6201
C9 -3.177 6.292 -0.211  -0.0822
O7 -2.472 5.205 0.395  -0.4854
C10 -1.198 5.011 0.109  0.6997
O8 -0.573 5.585 -0.736  -0.5421
C11 -0.572 3.917 0.988  0.8983
F1 -1.404 3.324 1.846  -0.3053
F2 0.002 3.012 0.216  -0.2699
F3 0.371 4.518 1.748  -0.3253
H16 -5.056 6.647 -1.051  0.2078
H17 -5.140 5.579 0.377  0.2156
H18 -4.579 5.002 -1.264  0.2211
H19 -3.267 7.163 0.442  0.1798
H20 -2.642 6.698 -1.068  0.2086
C12 3.507 2.139 2.283  -0.6364
C13 2.476 1.055 2.479  -0.1080
O9 2.515 0.361 3.703  -0.4783
C14 1.369 -0.046 4.246  0.6928
O10 0.280 0.287 3.909  -0.5434
C15 1.573 -0.987 5.456  0.9004
F4 1.295 -0.351 6.573  -0.2999
F5 0.820 -2.069 5.305  -0.3082
F6 2.824 -1.457 5.463  -0.3153
H21 3.970 2.558 3.184  0.2080
H22 3.172 2.959 1.655  0.2373
H23 4.410 1.716 1.831  0.2107
H24 2.676 0.308 1.705  0.2162
H25 1.482 1.421 2.218  0.2189

# 4
This record from the OMol25 dataset describes 2 unconnected molecules or ions with the total composition C32H36N3. The level of theory is ωB97M-V with the def2-TZVPD basis set.

Computed properties:
Charge: +1
Highest occupied orbital energy, eV: -9.769
2S+1: 1
Lowest unoccupied orbital energy, eV: -4.5
Molecular weight, g mol⁻¹: 462.661
Energy relative to the best compared isomer or geometry (same formula, charge and spin), kcal per mole: 19.4

Last column: Löwdin charge in e.
Geometry (Å):
C1 -4.177 -3.433 -2.116  -0.0859
C2 -4.831 -3.128 -0.914  -0.0904
C3 -4.073 -2.854 0.228  -0.0621
C4 -2.678 -2.962 0.189  -0.2033
C5 -1.837 -2.769 1.427  -0.2723
C6 -0.994 -4.071 1.657  -0.1141
C7 0.390 -3.703 1.129  -0.1693
C8 0.436 -2.173 0.967  -0.2465
N1 -0.854 -1.652 1.381  0.0091
C9 -2.044 -3.410 -0.974  -0.0334
C10 -2.785 -3.590 -2.135  -0.0725
H1 -4.759 -3.570 -3.030  0.1049
H2 -5.925 -3.075 -0.868  0.1091
H3 -4.539 -2.563 1.170  0.1122
H4 -2.528 -2.587 2.261  0.1303
H5 -0.956 -4.280 2.723  0.1099
H6 -1.415 -4.936 1.132  0.1205
H7 1.158 -4.042 1.825  0.1091
H8 0.586 -4.193 0.170  0.0994
H9 1.200 -1.748 1.619  0.0850
H10 0.704 -1.925 -0.079  0.1090
H11 -1.202 -0.826 0.903  0.0755
H12 -0.975 -3.617 -0.949  0.1013
H13 -2.261 -3.830 -3.061  0.1072
C11 -4.145 2.727 3.673  0.0182
N2 -3.115 2.306 2.743  -0.0418
C12 -1.809 2.621 2.859  0.0819
C13 -1.107 2.205 1.699  -0.1110
C14 0.262 2.349 1.627  0.0996
C15 1.230 2.115 0.574  -0.2161
C16 1.854 0.859 0.561  0.0028
C17 2.926 0.573 -0.262  -0.1328
C18 3.459 1.578 -1.120  -0.0909
N3 4.528 1.301 -1.918  -0.0817
C19 5.264 0.067 -1.787  -0.1614
C20 4.385 -1.107 -1.394  -0.1577
C21 3.568 -0.766 -0.157  -0.1464
C22 5.261 2.345 -2.597  -0.1625
C23 4.373 3.508 -2.998  -0.1636
C24 3.552 4.005 -1.815  -0.1461
C25 2.902 2.889 -1.060  -0.1398
C26 1.813 3.136 -0.235  0.0230
C27 -2.124 1.625 0.798  -0.0967
C28 -2.101 1.028 -0.466  -0.0009
C29 -3.240 0.318 -0.889  -0.0437
C30 -4.410 0.308 -0.116  -0.0560
C31 -4.492 1.011 1.092  0.0190
C32 -3.342 1.657 1.518  -0.1550
H14 -4.958 1.996 3.705  0.0983
H15 -3.686 2.833 4.661  0.1057
H16 -4.575 3.700 3.388  0.1174
H17 -1.419 3.078 3.762  0.1603
H18 0.673 2.928 2.478  0.1457
H19 1.486 0.102 1.257  0.1016
H20 5.745 -0.128 -2.748  0.1240
H21 6.074 0.189 -1.049  0.1373
H22 3.710 -1.372 -2.217  0.1253
H23 5.015 -1.974 -1.186  0.1187
H24 4.216 -0.781 0.740  0.1392
H25 2.793 -1.527 0.009  0.0918
H26 6.068 2.711 -1.941  0.1359
H27 5.741 1.893 -3.473  0.1268
H28 4.998 4.314 -3.391  0.1194
H29 3.699 3.178 -3.796  0.1234
H30 4.213 4.569 -1.139  0.1315
H31 2.778 4.702 -2.155  0.1209
H32 1.405 4.151 -0.180  0.1278
H33 -1.225 1.144 -1.110  0.1288
H34 -3.219 -0.221 -1.839  0.1199
H35 -5.277 -0.248 -0.468  0.1111
H36 -5.389 1.038 1.709  0.1162

# 5
This record from the OMol25 dataset describes 5 unconnected molecules or ions with the total composition C25H42BrN6O7P. The level of theory is ωB97M-V with the def2-TZVPD basis set.

Computed properties:
Charge: 0
Highest occupied orbital energy, eV: -8.047
Structure (SMILES): CP(O)c1cc(CCCC(=O)O)cc2nc(Br)cnc12.CNC(C)=O.CNC(C)=O.CNC(C)=O.CNC(C)=O
2S+1: 1
Lowest unoccupied orbital energy, eV: -1.0
Molecular weight, g mol⁻¹: 649.524

Last column: Löwdin charge in e.
Geometry (Å):
C1 6.257 -1.713 0.004  -0.2985
P1 6.168 -2.058 -1.876  0.8548
O1 7.327 -1.064 -2.658  -0.3832
C2 4.440 -1.391 -2.344  -0.2763
C3 3.324 -2.396 -2.699  -0.0137
C4 1.893 -1.842 -3.081  -0.1411
C5 0.634 -2.797 -3.447  -0.1570
C6 -0.462 -2.856 -2.244  -0.1787
C7 -1.080 -1.416 -1.888  -0.1170
C8 -2.344 -1.433 -0.921  -0.3550
O2 -2.248 -1.747 0.296  0.0454
O3 -3.625 -1.012 -1.448  0.0032
C9 1.731 -0.307 -3.104  0.0251
C10 2.853 0.741 -2.724  -0.1577
N1 2.446 2.125 -2.772  0.0556
C11 3.553 2.916 -2.357  -0.5967
Br1 3.235 4.893 -2.258  0.6436
C12 4.969 2.430 -1.952  -0.1007
N2 5.325 1.049 -1.933  0.0680
C13 4.243 0.188 -2.320  -0.1657
H1 6.647 -0.637 0.104  0.0340
H2 7.013 -2.396 0.510  0.0348
H3 5.215 -1.840 0.449  0.0492
H4 7.718 -0.436 -1.995  0.0434
H5 3.470 -3.538 -2.715  0.1073
H6 1.004 -3.874 -3.645  0.1180
H7 0.135 -2.405 -4.408  0.1147
H8 -1.255 -3.681 -2.418  0.1251
H9 0.146 -3.177 -1.313  0.1015
H10 -0.245 -0.860 -1.306  0.1328
H11 -1.266 -0.865 -2.891  0.1196
H12 -3.732 -1.567 -2.253  0.1202
H13 0.688 0.078 -3.420  0.0986
H14 5.771 3.194 -1.645  0.1122
C14 -5.476 -1.762 0.609  -0.0248
C15 -6.890 -1.847 1.117  -0.5460
O4 -7.687 -2.671 0.689  0.0245
N3 -7.275 -0.968 2.085  -0.0007
C16 -6.491 0.071 2.715  -0.0814
H15 -5.319 -2.522 -0.155  0.0841
H16 -5.297 -0.783 0.164  0.0776
H17 -4.773 -1.943 1.425  0.0768
H18 -8.236 -1.086 2.374  0.1394
H19 -6.465 -0.123 3.790  0.0751
H20 -6.984 1.029 2.537  0.0827
H21 -5.473 0.110 2.330  0.0711
C17 0.491 -3.018 2.061  -0.0112
C18 1.424 -4.023 1.444  -0.5412
O5 1.885 -3.879 0.316  0.0005
N4 1.756 -5.121 2.177  0.0025
C19 1.323 -5.470 3.513  -0.0755
H22 0.321 -2.202 1.358  0.0726
H23 -0.470 -3.487 2.285  0.0914
H24 0.932 -2.605 2.971  0.0761
H25 2.385 -5.749 1.697  0.1389
H26 2.207 -5.561 4.147  0.0832
H27 0.815 -6.436 3.467  0.0820
H28 0.649 -4.726 3.935  0.0760
C20 1.854 9.843 -4.219  -0.0131
C21 2.122 8.682 -3.301  -0.5551
O6 3.258 8.330 -3.013  0.0018
N5 1.052 8.016 -2.785  0.0006
C22 -0.355 8.275 -3.002  -0.0785
H29 2.802 10.271 -4.548  0.0849
H30 1.303 9.506 -5.100  0.0851
H31 1.291 10.617 -3.693  0.0846
H32 1.310 7.250 -2.179  0.0986
H33 -0.819 8.479 -2.035  0.0830
H34 -0.806 7.378 -3.432  0.0841
H35 -0.521 9.118 -3.669  0.0742
C23 -2.050 -0.404 3.674  -0.0065
C24 -1.417 -1.092 4.853  -0.5437
O7 -0.225 -1.373 4.879  0.0179
N6 -2.211 -1.402 5.915  0.0026
C25 -3.628 -1.156 6.076  -0.0770
H36 -1.292 -0.224 2.910  0.0837
H37 -2.829 -1.038 3.243  0.0741
H38 -2.468 0.557 3.980  0.0873
H39 -1.715 -1.861 6.666  0.1405
H40 -3.769 -0.533 6.962  0.0842
H41 -4.127 -2.115 6.231  0.0846
H42 -4.061 -0.659 5.210  0.0629

# 6
This record from the OMol25 dataset describes 2 unconnected molecules or ions with the total composition C11H17Cl3N2O. The level of theory is ωB97M-V with the def2-TZVPD basis set.

Computed properties:
Charge: 0
Highest occupied orbital energy, eV: -9.098
Structure (SMILES): COC[C@H](Cl)N(C)c1ccccn1.ClCCCl
2S+1: 1
Lowest unoccupied orbital energy, eV: 0.7
Molecular weight, g mol⁻¹: 299.629
Energy relative to the best compared isomer or geometry (same formula, charge and spin), kcal per mole: 0.0

Last column: natural (NBO) charge in e.
Geometry (Å):
C1 -1.036 1.169 3.390  -0.2464
O1 -1.060 0.509 2.139  -0.5474
C2 -2.316 -0.050 1.820  -0.1008
C3 -2.382 -1.582 1.931  -0.0034
Cl1 -1.333 -2.164 3.319  -0.1349
N1 -2.172 -2.261 0.676  -0.4617
C4 -1.861 -3.680 0.797  -0.4108
C5 -1.214 -1.590 -0.182  0.3428
C6 0.123 -1.534 0.184  -0.2551
C7 1.012 -0.910 -0.676  -0.1646
C8 0.498 -0.384 -1.850  -0.2656
C9 -0.856 -0.468 -2.110  0.0336
N2 -1.717 -1.066 -1.285  -0.4185
H1 -1.570 2.124 3.324  0.1663
H2 0.001 1.345 3.669  0.1946
H3 -1.481 0.544 4.171  0.1769
H4 -3.038 0.332 2.552  0.1815
H5 -2.656 0.283 0.839  0.2182
H6 -3.393 -1.827 2.259  0.2067
H7 -2.537 -4.142 1.520  0.2086
H8 -0.841 -3.887 1.131  0.1874
H9 -2.046 -4.166 -0.163  0.2104
H10 0.473 -1.981 1.105  0.2324
H11 2.065 -0.836 -0.436  0.2213
H12 1.147 0.099 -2.578  0.2281
H13 -1.250 -0.039 -3.025  0.1940
Cl2 2.329 4.231 -4.110  -0.0569
C10 3.570 4.026 -2.847  -0.3878
C11 4.026 2.595 -2.726  -0.3865
Cl3 2.741 1.536 -2.082  -0.0581
H14 3.156 4.390 -1.910  0.2249
H15 4.414 4.656 -3.123  0.2235
H16 4.867 2.536 -2.037  0.2230
H17 4.336 2.194 -3.688  0.2244

Number 1: frontier orbital gap 4.504 eV. Number 2: frontier orbital gap 10.414 eV. Number 3: frontier orbital gap 6.784 eV. Number 4: frontier orbital gap 5.253 eV. Number 5: frontier orbital gap 7.041 eV. Number 6: frontier orbital gap 9.807 eV.